Formula: C14H15ClN2O
Source: the OMol25 dataset
Level of theory: ωB97M-V with the def2-TZVPD basis set

Computed properties:
SMILES string: C[C@H](n1ccc2c(Cl)c(C#N)ccc21)C(C)(C)O
Strongest force on any atom (eV Å⁻¹): 2.75
Energy relative to the best compared isomer or geometry (same formula, charge and spin) (kcal/mol): 12.9
Energy (eV): -32311.481

Each line ends with the Mulliken charge.
Cartesian coordinates (Å):
C1 1.98027 0.39994 -1.06008  1.159
C2 1.33448 1.44705 -1.76726  -1.257
C3 1.53238 -1.04961 0.79162  -0.370
C4 3.58681 -1.26320 -0.52573  0.807
H1 -0.70272 2.68468 1.76717  0.426
C5 -3.36318 -0.35277 1.13463  -1.935
N1 0.06667 0.88174 -0.00005  0.450
C6 -1.66924 -1.46339 -0.22828  -1.426
H2 -1.13085 -1.95251 0.61616  0.253
H3 -1.94510 0.46191 -1.69818  0.406
H4 -2.02438 2.67709 0.51915  0.355
H5 -3.08241 -0.90988 1.99727  0.395
N2 5.85691 -2.45269 -0.83053  -0.509
C7 0.20164 1.76727 -1.04055  -0.292
C8 -2.17675 -0.07237 0.20777  1.494
H6 1.68520 1.95199 -2.67438  0.406
O1 -2.56502 0.63301 -0.98541  -0.610
H7 -4.13172 -0.96100 0.69790  0.477
H8 3.08300 -2.54628 1.09671  0.407
H9 -2.48451 -2.11432 -0.54026  0.473
C9 4.83154 -1.93241 -0.73913  -0.223
H10 -0.96644 -1.38042 -1.08596  0.298
C10 3.18664 -0.20918 -1.38336  -0.145
C11 -1.09530 0.74811 0.89429  -0.166
C12 1.19018 0.04222 0.00399  0.265
H11 -0.78147 0.18939 1.78791  0.304
H12 -3.83201 0.56586 1.41294  0.438
C13 2.75011 -1.66969 0.53411  -1.171
Cl1 4.18981 0.38105 -2.71972  -0.209
H13 0.87831 -1.34463 1.58447  0.387
H14 -2.32152 2.13029 2.16357  0.410
H15 -0.51456 2.56322 -1.30318  0.398
C14 -1.56678 2.14953 1.37240  -1.694